80
Properties=species:S:1:pos:R:3:forces:R:3 method="wB97M-V/def2-TZVPD" smiles="CC(C)=O.CC(C)=O.CC(C)=O.CC(C)=O.CC(C)=O.CO.CO.CO.CO.CO" homo_ev=-8.9004 orbital_gap_ev=9.109
C -8.060 8.193 9.390 -0.14 -0.46 -1.08
C -8.031 9.646 9.770 -0.17 -1.13 1.15
C -8.635 9.998 11.122 -0.16 -0.43 -0.85
O -7.384 10.391 9.077 -3.27 -1.33 2.08
H -7.617 7.503 10.108 0.09 0.27 0.23
H -7.516 8.128 8.447 0.15 -0.24 0.09
H -9.056 7.797 9.171 -0.16 0.30 0.29
H -9.412 10.759 11.075 0.15 0.17 -0.08
H -7.829 10.322 11.779 -0.20 0.03 0.11
H -9.081 9.068 11.467 -0.04 0.18 0.51
C -2.402 13.985 10.940 0.34 0.02 0.24
C -1.161 13.288 10.381 -0.82 -0.60 0.34
C 0.105 14.078 10.240 -0.14 0.13 -0.28
O -1.209 12.105 10.146 0.15 -0.01 -0.25
H -3.183 14.049 10.182 0.15 0.25 -0.18
H -2.143 14.960 11.353 -0.23 0.14 -0.21
H -2.852 13.395 11.741 0.23 -0.20 -0.01
H 0.778 13.638 9.509 -0.04 -0.21 0.08
H 0.573 14.040 11.227 0.13 0.34 -0.05
H -0.123 15.098 9.933 0.17 0.11 0.29
C -7.168 13.895 12.396 -0.65 0.24 -0.53
C -6.980 15.380 12.198 0.25 -0.17 -0.61
C -5.613 15.841 11.733 -0.58 0.40 0.88
O -7.894 16.164 12.218 -0.44 0.12 0.38
H -8.229 13.673 12.506 0.03 0.06 0.38
H -6.589 13.483 13.218 0.03 -0.15 -0.12
H -6.889 13.452 11.435 0.41 -0.20 0.16
H -5.601 15.640 10.662 0.48 -0.16 0.02
H -4.819 15.372 12.315 0.21 -0.28 -0.47
H -5.585 16.913 11.927 0.14 0.04 -0.27
C -4.748 8.802 16.690 -0.86 0.38 -0.12
C -6.238 9.071 16.510 0.95 -0.72 0.64
C -6.894 9.855 17.596 -0.91 1.60 -0.39
O -6.858 8.591 15.592 -0.30 0.21 -0.46
H -4.668 7.834 17.186 0.18 -0.02 -0.01
H -4.350 9.583 17.333 0.38 -0.14 -0.02
H -4.266 8.777 15.716 0.15 -0.09 0.02
H -6.353 10.773 17.841 0.49 -0.36 0.20
H -7.089 9.300 18.511 0.13 -0.20 -0.06
H -7.822 10.280 17.201 -0.23 -0.53 0.18
C -5.359 11.507 9.281 1.27 0.30 -0.21
C -6.305 12.417 8.546 0.12 0.40 -0.58
C -6.952 11.853 7.301 0.67 -0.24 -0.22
O -6.498 13.575 8.857 0.06 0.08 0.52
H -4.419 11.434 8.727 0.08 0.14 -0.12
H -5.814 10.517 9.299 1.61 0.48 0.30
H -5.099 11.883 10.269 -0.16 0.05 0.06
H -6.172 11.843 6.537 -0.23 0.40 -0.40
H -7.847 12.416 7.067 0.14 0.24 -0.37
H -7.197 10.811 7.513 0.16 0.81 -1.36
C -5.357 10.124 12.682 -0.71 0.65 0.39
O -4.057 10.596 13.006 -0.24 -0.16 -0.17
H -5.938 10.000 13.602 -0.02 -0.40 -0.07
H -5.932 10.841 12.084 0.38 0.09 -0.09
H -5.324 9.195 12.119 0.37 0.12 0.23
H -4.180 11.475 13.401 0.08 -0.04 -0.28
C -10.038 10.421 15.154 0.07 -1.31 0.36
O -8.761 10.739 14.646 0.10 0.55 -0.19
H -10.650 9.878 14.425 -0.10 0.53 -0.28
H -9.960 9.674 15.956 0.08 0.32 0.25
H -10.541 11.302 15.544 0.01 0.09 -0.21
H -8.131 10.055 14.891 -0.10 -0.31 0.02
C -5.397 6.535 11.718 0.18 -0.09 -0.49
O -4.925 5.933 10.523 -0.48 -0.40 -0.28
H -6.307 6.027 12.039 0.11 -0.18 0.01
H -4.632 6.457 12.492 -0.34 0.28 0.11
H -5.678 7.571 11.501 0.22 -0.12 0.27
H -3.969 5.946 10.472 0.12 0.24 0.19
C -2.285 7.761 13.385 -0.36 0.78 0.24
O -2.249 8.608 12.248 -0.44 -0.73 -0.17
H -1.419 7.103 13.396 0.21 0.29 0.05
H -2.334 8.444 14.242 0.40 -0.54 0.41
H -3.164 7.104 13.472 0.03 0.19 -0.31
H -2.937 9.283 12.392 0.48 0.05 -0.12
C -3.581 12.902 15.295 -0.23 -0.30 0.43
O -4.375 13.134 14.137 0.28 -0.16 -0.10
H -2.946 13.759 15.523 -0.03 -0.08 0.10
H -4.222 12.628 16.142 0.09 0.37 0.08
H -2.967 12.016 15.130 0.11 0.20 -0.32
H -4.955 13.885 14.283 0.01 0.01 0.06

94
Properties=species:S:1:pos:R:3:forces:R:3 method="wB97M-V/def2-TZVPD" homo_ev=-10.8513 orbital_gap_ev=6.749 charge=+1
O 15.528 3.566 4.616 -0.39 -0.49 0.39
V 15.027 2.078 4.429 1.18 -0.14 -1.58
O 15.996 1.135 5.233 -0.86 0.56 0.16
O 13.640 1.065 -0.928 0.91 0.75 -0.05
V 14.868 2.052 -1.173 -2.43 1.33 -1.04
O 14.314 3.432 -1.795 0.56 -1.73 0.90
O 19.921 2.972 1.064 -0.53 1.68 0.35
V 19.002 4.048 1.795 -1.19 -2.13 2.20
O 19.024 3.650 3.348 0.38 0.38 -2.33
S 16.068 2.359 1.267 -1.01 0.11 -0.79
O 17.191 3.303 1.328 0.41 0.41 0.12
O 14.833 3.022 0.781 0.59 0.18 0.04
O 16.293 1.334 0.213 0.75 0.05 0.36
O 15.845 1.751 2.581 -0.02 -0.37 0.81
C 14.359 -1.199 3.676 -0.56 0.08 -0.33
O 13.654 0.056 3.815 0.37 0.10 0.27
C 13.096 0.553 2.615 0.28 0.17 -0.92
C 12.235 1.711 2.982 -0.12 -0.09 0.66
O 13.049 2.691 3.678 0.19 -0.52 -0.13
C 12.287 3.866 3.981 0.94 0.64 0.08
H 14.512 -1.599 4.670 0.27 0.18 0.09
H 15.283 -1.062 3.116 0.11 0.02 0.15
H 13.716 -1.898 3.134 0.02 0.07 -0.02
H 12.528 -0.151 1.995 -0.13 -0.34 0.61
H 13.896 0.881 1.948 -0.09 0.00 -0.03
H 11.487 1.409 3.720 -0.25 -0.09 -0.33
H 11.781 2.133 2.087 0.03 0.25 0.07
H 11.413 3.602 4.570 -0.18 0.06 -0.15
H 12.079 4.405 3.056 -0.45 -0.27 -0.04
H 12.942 4.530 4.546 -0.07 -0.20 0.19
C 16.521 -6.717 -2.165 -0.21 -0.65 0.10
O 16.859 -5.367 -2.314 0.03 0.16 -0.14
C 15.734 -4.560 -2.586 0.23 -0.14 0.44
C 16.179 -3.122 -2.594 0.17 0.19 -0.12
O 16.614 -2.759 -1.301 -0.07 0.08 -0.07
C 16.848 -1.381 -1.195 0.05 -0.03 0.41
H 15.681 -6.879 -1.472 0.07 0.25 -0.02
H 17.378 -7.245 -1.752 0.09 0.09 -0.11
H 16.238 -7.191 -3.116 0.09 0.15 -0.01
H 15.012 -4.718 -1.774 -0.20 0.13 -0.20
H 15.282 -4.830 -3.549 -0.06 0.05 0.00
H 15.356 -2.459 -2.905 -0.06 -0.16 -0.01
H 17.007 -2.991 -3.307 -0.09 -0.04 0.00
H 17.242 -1.194 -0.196 -0.04 0.00 0.00
H 15.909 -0.814 -1.295 0.10 0.00 -0.16
H 17.598 -1.020 -1.914 -0.11 -0.10 -0.09
C 18.231 6.023 4.667 0.54 -0.17 -0.03
O 18.247 6.187 3.252 0.03 0.26 -0.14
C 16.960 6.333 2.694 -0.43 -0.02 0.40
C 17.204 6.728 1.275 -0.35 -0.07 0.04
O 18.112 5.757 0.728 0.82 -0.28 -0.04
C 18.852 6.240 -0.391 0.10 -0.10 -0.79
H 19.269 5.919 4.977 -0.03 -0.05 -0.03
H 17.706 5.101 4.917 -0.22 0.21 0.24
H 17.838 6.925 5.138 -0.31 -0.14 0.05
H 16.365 7.114 3.189 0.25 0.04 0.01
H 16.368 5.411 2.792 0.22 -0.04 -0.09
H 17.654 7.722 1.263 0.20 -0.08 -0.20
H 16.283 6.720 0.688 0.07 0.01 -0.05
H 19.339 5.383 -0.863 0.02 0.04 0.13
H 19.607 6.973 -0.106 -0.11 0.03 0.16
H 18.173 6.669 -1.131 -0.01 0.07 0.09
C 18.375 0.221 3.191 -0.10 -0.89 0.47
O 19.591 -0.480 3.351 -0.28 -0.21 -0.14
C 20.504 -0.347 2.282 0.24 -0.06 -0.32
C 21.116 -1.699 1.923 -0.63 -0.54 0.33
O 22.338 -1.966 2.552 0.29 0.13 -0.48
C 22.200 -2.283 3.904 0.12 -0.03 0.88
H 18.048 0.202 2.145 0.25 0.57 -0.06
H 18.444 1.196 3.677 -0.20 0.24 -0.48
H 17.601 -0.359 3.705 0.13 0.13 0.25
H 21.298 0.347 2.575 0.05 0.06 -0.18
H 20.002 0.044 1.387 -0.03 0.11 0.15
H 21.237 -1.841 0.849 0.33 0.37 -0.02
H 20.393 -2.475 2.224 -0.09 0.13 -0.01
H 23.193 -2.523 4.285 -0.06 -0.09 -0.07
H 21.531 -3.139 4.067 0.06 -0.02 -0.14
H 21.811 -1.458 4.516 -0.04 0.06 -0.23
C 13.425 0.315 -4.007 -0.31 -0.04 0.07
O 14.488 1.081 -3.453 0.02 -0.17 0.50
C 15.409 1.624 -4.368 0.04 0.03 -0.27
C 16.731 1.532 -3.674 0.39 -0.67 -0.41
O 16.717 2.358 -2.515 -0.26 -0.41 0.15
C 18.009 2.507 -1.948 0.42 0.58 0.43
H 12.788 0.914 -4.664 0.16 0.10 0.00
H 12.811 -0.045 -3.186 0.12 0.08 0.13
H 13.807 -0.548 -4.562 0.12 0.11 0.02
H 15.119 2.649 -4.618 0.09 0.01 -0.04
H 15.465 1.018 -5.277 -0.08 0.06 -0.03
H 17.585 1.760 -4.317 -0.14 0.43 0.01
H 16.850 0.476 -3.393 0.10 0.14 0.20
H 17.936 3.242 -1.146 -0.17 -0.17 0.06
H 18.695 2.941 -2.681 -0.06 -0.30 -0.15
H 18.397 1.576 -1.533 -0.01 -0.05 -0.12